Molecular formula: C10H27MgN2O3
Method: DFT, wB97M-V/def2-TZVPD

The net charge is +1. As for the energy above the lowest of the compared OMol25 structures with the same formula, charge and spin: 7.3 kcal per mole. Its HOMO energy is -10.80 eV. As for the largest force on an atom: 2.20 eV Å⁻¹. Its HOMO-LUMO gap is 0.2953 hartree. For the molar mass, the calculation gives 247.64 g/mol. The value obtained for the LUMO energy is -2.76 eV.

Element x y z (Å)
Mg  -0.100  -0.076  -0.103
C  0.519  4.116  -0.716
C  0.649  2.721  -1.270
O  0.115  1.771  -0.414
H  1.143  4.819  -1.278
H  0.786  4.188  0.338
H  -0.511  4.469  -0.818
H  1.711  2.504  -1.495
H  0.136  2.712  -2.252
C  3.566  -2.375  -0.350
C  2.401  -1.416  -0.590
C  1.520  -1.863  -1.755
O  0.464  -0.901  -1.809
C  -0.119  -0.659  -3.091
N  1.562  -1.174  0.637
H  4.321  -1.923  0.294
H  4.079  -2.628  -1.279
H  3.222  -3.310  0.099
H  2.786  -0.442  -0.903
H  1.078  -2.850  -1.585
H  2.114  -1.818  -2.666
H  0.656  -0.613  -3.855
H  -0.635  0.296  -3.031
H  -0.823  -1.454  -3.352
H  2.220  -0.672  1.233
H  1.500  -2.076  1.114
C  -4.080  -0.551  1.312
C  -2.740  0.062  0.994
C  -1.871  0.098  2.248
O  -0.510  0.300  1.888
C  0.339  0.590  3.003
N  -2.039  -0.650  -0.139
H  -3.978  -1.637  1.420
H  -4.836  -0.328  0.562
H  -4.453  -0.222  2.285
H  -2.841  1.091  0.645
H  -1.960  -0.842  2.812
H  -2.236  0.913  2.876
H  -0.258  0.776  3.894
H  0.902  1.493  2.777
H  0.992  -0.257  3.207
H  -2.677  -0.525  -0.923
H  -2.116  -1.657  0.037